Record 1
Below is the molecule H4N2OS, with properties calculated with ωB97M-V/def2-TZVPD.

Element x y z (Å)
S  -0.27  0.28  0.57
O  1.45  0.24  0.12
N  -0.52  -1.27  0.06
N  -1.02  1.06  -0.50
H  -0.01  -2.04  0.54
H  -1.14  1.94  -0.20
H  -0.53  -1.21  -0.91
H  2.03  0.99  0.32

Summary:
E_HOMO: -9.4 eV
ΔE to the lowest compared entry with this formula, charge and spin: 112.1 kJ/mol
charge: 0

=====

Record 2
Below is a structure of composition C46H29BrKN11O, with properties calculated with ωB97M-V/def2-TZVPD.

Element x y z (Å)
Br  -1.42  0.08  3.34
K  0.28  -0.11  0.14
O  -4.43  -0.59  -1.13
N  -0.86  2.00  -1.66
N  -1.32  -2.95  1.30
N  1.27  1.97  -0.60
N  2.61  0.00  0.73
N  -0.72  -0.38  -2.03
N  -2.70  -1.44  0.16
N  0.03  -2.56  -2.73
N  2.63  -2.37  1.22
N  -3.11  -3.64  -0.08
N  3.07  2.36  0.95
N  1.28  -2.08  -0.76
C  -3.02  2.97  -1.00
C  5.95  0.56  3.89
C  3.30  1.09  1.20
C  1.53  4.11  0.13
C  1.78  -2.78  0.27
C  4.14  -0.75  2.27
C  0.23  2.67  -1.04
C  1.09  6.43  0.54
C  -0.05  -5.45  -1.37
C  -0.46  0.87  -2.39
C  1.46  -5.28  1.00
C  -0.13  -1.22  -2.93
C  -3.81  -1.51  -0.62
C  -1.71  1.58  0.61
C  1.88  5.31  0.74
C  0.85  -6.47  0.63
C  -0.44  5.19  -0.87
C  -2.05  1.85  -0.80
C  -2.98  2.35  4.02
C  -0.06  6.37  -0.27
C  0.33  4.04  -0.65
C  5.80  -0.83  3.98
C  -2.39  1.68  2.97
C  -3.59  3.62  0.01
C  -2.51  2.11  1.63
C  0.28  0.91  -3.61
C  1.58  0.25  -5.97
C  1.44  1.60  -5.58
C  -3.34  3.25  1.39
C  4.30  0.65  2.18
C  0.54  -2.91  -1.57
C  -3.88  3.96  2.46
C  1.32  -4.17  0.18
C  -3.17  -5.02  0.34
C  5.21  1.31  2.99
C  -3.70  3.52  3.76
C  2.06  2.78  0.15
C  -4.18  -3.00  -0.79
C  0.11  -6.56  -0.55
C  3.07  -1.10  1.33
C  4.90  -1.49  3.16
C  -2.34  -2.66  0.47
C  0.56  -4.26  -1.01
C  1.10  -0.78  -5.19
C  0.80  1.93  -4.41
C  0.43  -0.46  -4.01
H  -5.16  -3.20  -0.33
H  0.95  -7.35  1.27
H  1.35  7.37  1.01
H  -2.85  1.99  5.03
H  4.77  -2.57  3.21
H  2.09  0.02  -6.90
H  -4.29  4.43  -0.17
H  -3.28  3.20  -2.03
H  6.66  1.05  4.55
H  0.72  2.97  -4.09
H  5.33  2.38  2.92
H  -4.21  -3.29  -1.84
H  -0.64  7.27  -0.43
H  -0.82  -3.82  1.14
H  6.39  -1.38  4.70
H  1.87  2.37  -6.21
H  -2.18  -5.38  0.62
H  -2.57  0.94  -1.17
H  -0.63  -5.51  -2.29
H  -4.48  4.84  2.27
H  2.04  -5.21  1.92
H  -3.52  -5.63  -0.50
H  2.77  5.36  1.36
H  -4.12  4.08  4.59
H  -0.70  -2.18  1.47
H  -1.33  5.14  -1.49
H  1.22  -1.81  -5.48
H  -0.36  -7.51  -0.81
H  -3.86  -5.16  1.18

Summary:
E_HOMO (spin up / spin down): -0.1 / -0.1 eV
charge: -2

=====

Record 3
Below is a structure of composition C14H29CaNSi2, with properties calculated with ωB97M-V/def2-TZVPD.

Element x y z (Å)
Ca  0.60  0.50  -0.93
Si  -0.42  -2.67  0.01
Si  -1.60  -0.13  1.60
N  0.94  2.63  0.32
C  3.20  1.26  -1.29
C  -2.72  0.68  0.29
C  -0.20  -1.02  0.81
C  -0.05  -4.06  1.24
C  -2.15  -2.96  -0.70
C  0.58  4.84  -0.67
C  2.36  -0.10  -2.95
C  -1.00  1.27  2.70
C  0.76  -2.81  -1.45
C  0.90  4.07  0.54
C  3.14  -0.08  -1.75
C  1.93  1.23  -3.22
C  -2.69  -1.27  2.63
C  2.46  2.07  -2.20
H  -2.96  -2.67  -0.02
H  -0.12  -5.04  0.76
H  1.94  4.43  0.76
H  0.87  -3.86  -1.74
H  -0.45  2.03  2.11
H  -3.26  -1.99  2.04
H  2.19  -0.97  -3.58
H  -2.09  -1.82  3.36
H  1.77  -2.44  -1.20
H  0.96  -3.95  1.65
H  2.36  3.16  -2.14
H  -0.44  4.88  -1.02
H  -0.76  -4.05  2.08
H  -3.70  0.86  0.76
H  1.41  5.30  -1.20
H  0.41  -2.27  -2.35
H  3.68  -0.93  -1.32
H  -2.27  -4.04  -0.91
H  3.76  1.62  -0.43
H  1.58  2.26  1.03
H  1.36  1.56  -4.08
H  0.18  4.31  1.35
H  -2.29  -2.43  -1.65
H  -1.85  1.76  3.19
H  -2.34  1.65  -0.05
H  0.68  -1.07  1.50
H  -0.32  0.89  3.49
H  -2.89  0.03  -0.58
H  -3.42  -0.66  3.20

Summary:
E_HOMO (spin up / spin down): 2.4 / 2.4 eV
ΔE to the lowest compared entry with this formula, charge and spin: 0.0 kJ/mol
charge: -2

=====

Record 4
Below is a cluster of 7 separate species, C24H46NO15S3 in total, with properties calculated with ωB97M-V/def2-TZVPD.

Element x y z (Å)
S  4.48  -0.27  -0.52
S  -3.71  -1.01  2.48
S  2.85  3.31  -2.43
O  -3.46  4.14  -1.13
O  5.63  0.47  0.06
O  -0.75  -1.53  0.35
O  3.13  0.14  -0.07
O  -2.68  2.21  -0.41
O  -2.76  -0.13  1.94
O  1.42  -1.28  2.62
O  2.45  2.13  -1.68
O  -2.34  2.71  -2.60
O  -1.41  -0.12  -1.23
O  1.36  -3.25  1.74
O  3.81  3.20  -3.46
O  -4.76  -0.44  3.30
O  0.98  -3.10  3.82
O  -1.90  -2.17  -1.39
N  0.21  1.44  1.00
C  2.14  5.41  -1.10
C  -2.66  -3.39  2.79
C  0.24  -5.23  4.42
C  4.47  -0.07  -2.35
C  1.39  5.48  -2.52
C  -1.69  -0.31  -2.62
C  1.30  -4.47  3.71
C  -0.45  -0.07  -3.37
C  -3.74  4.15  0.26
C  1.28  -2.43  2.69
C  1.29  -4.63  2.10
C  -2.74  -2.03  3.60
C  1.34  4.03  -2.93
C  -5.19  4.48  0.56
C  -3.85  -3.60  1.83
C  -3.51  2.61  0.68
C  5.15  -1.43  -2.74
C  -4.22  -2.25  1.27
C  -2.22  -1.73  -2.63
C  5.28  -2.41  -1.61
C  -1.26  -1.31  -0.66
C  4.61  -2.00  -0.25
C  3.36  4.52  -1.22
C  -2.85  3.00  -1.47
H  1.57  5.01  -0.20
H  -5.52  4.50  1.47
H  -0.57  2.03  0.64
H  0.18  -0.85  -3.34
H  5.16  -2.32  0.78
H  0.08  -4.66  5.41
H  -2.28  -4.29  3.40
H  2.33  6.41  -0.69
H  4.85  -2.02  -3.57
H  -2.96  2.61  1.61
H  3.68  -2.40  -0.35
H  -4.66  -3.92  2.28
H  -3.34  -1.77  -2.62
H  -1.83  -2.19  -3.56
H  2.45  -4.49  4.04
H  2.01  5.95  -3.33
H  -1.76  -1.53  3.77
H  -1.92  -3.19  2.07
H  4.79  0.84  -2.59
H  6.45  -2.84  -1.45
H  -3.14  4.85  0.66
H  -2.43  0.26  -2.95
H  0.07  0.90  -3.32
H  -3.65  -4.53  1.28
H  -0.62  0.06  -4.66
H  5.18  -3.45  -1.93
H  3.60  -0.07  -2.62
H  2.25  -5.08  1.75
H  -5.80  3.83  0.09
H  0.47  3.37  -2.42
H  -3.87  -1.90  0.33
H  4.26  5.07  -1.60
H  -4.35  1.97  0.66
H  1.04  1.31  0.39
H  -5.42  -2.03  1.27
H  -0.08  0.57  1.36
H  -3.14  -2.15  4.53
H  3.72  4.00  -0.30
H  0.24  5.83  -2.46
H  0.46  2.22  1.83
H  -0.64  -5.52  3.90
H  1.23  3.86  -4.09
H  -5.22  5.46  0.29
H  0.64  -6.06  4.68
H  6.10  -1.22  -2.98
H  0.35  -5.21  1.70

Summary:
E_HOMO: -12.0 eV
charge: +1

=====

Calculated total energy / Ha: -585.26611, -5621.86548, -1862.09134, -3319.43578
Maximum force / eV Å⁻¹: 4.3, 1.8, 2.9, 10.4